# C23H39Br2ClN8O3P2PbSTe4

A structure of composition C23H39Br2ClN8O3P2PbSTe4 (ωB97M-V with the def2-TZVPD basis set, the OMol25 dataset).

Results
Kohn-Sham gap (Eh): 0.1965
HOMO (eV): -1.456

```
! RIJCOSX wB97M-V def2-TZVPD def2/J DEFGRID3
* xyz -2 1
Pb 1.724 0.532 -1.600
Te 1.764 2.474 2.779
Te 2.204 2.650 0.149
Te 2.734 4.920 2.094
Te 3.510 6.994 3.685
Br -2.011 1.711 -0.661
Br -0.626 4.281 0.712
Cl 1.455 0.042 -5.072
S 4.026 2.056 -1.870
P -1.105 0.135 2.567
P -1.268 -2.170 -1.284
O -0.304 -1.078 -1.676
O -1.517 -2.525 0.135
O -0.043 1.243 2.239
N -2.281 1.009 3.573
N 6.176 0.559 -1.339
N 5.031 1.293 0.520
N -2.763 -1.833 -2.007
N 4.045 2.007 1.141
N 2.415 -0.393 1.420
N -0.295 -0.817 3.792
N -0.731 -3.562 -2.160
C -1.255 2.811 -4.109
C -2.001 2.331 4.073
C -0.970 0.781 -5.950
C 0.968 2.338 -3.061
C -0.944 -2.092 4.018
C -2.248 2.587 -5.045
C 5.123 1.271 -0.747
C 3.680 1.415 2.414
C -3.993 -2.227 -1.367
C 1.980 -1.646 1.377
C -2.114 1.562 -5.971
C -0.081 2.045 -4.055
C -2.822 -1.777 -3.445
C 3.395 -2.283 3.180
C 3.822 -0.967 3.252
C -2.190 3.588 -0.176
C 0.671 -3.620 -2.521
C 0.017 1.030 -5.014
C 0.158 -0.223 5.024
C 3.292 -0.040 2.358
C -3.646 0.877 3.111
C 2.438 -2.630 2.242
C -1.228 -4.815 -1.631
H -4.747 -1.435 -1.466
H 2.043 -3.634 2.170
H 6.469 0.966 -2.213
H -0.654 -0.098 5.761
H -3.485 -0.971 -3.774
H -3.799 -2.397 -0.310
H 0.712 3.252 -2.521
H -3.950 1.701 2.440
H 0.817 -4.309 -3.362
H 1.916 2.515 -3.578
H -2.887 1.370 -6.706
H -1.826 -1.582 -3.834
H -0.956 2.422 4.367
H -3.758 -0.061 2.567
H -0.840 -0.026 -6.659
H -3.185 -2.725 -3.875
H -1.356 3.625 -3.401
H 1.000 -2.629 -2.825
H -2.320 4.159 -1.087
H 1.314 -3.959 -1.691
H -4.417 -3.147 -1.806
H -1.311 -2.480 3.066
H -0.229 -2.807 4.445
H -1.218 -5.585 -2.413
H 3.792 -3.024 3.865
H 6.943 0.420 -0.695
H 4.563 -0.647 3.974
H -2.611 2.542 4.962
H -4.348 0.875 3.958
H -0.633 -5.179 -0.780
H 1.216 -1.865 0.634
H -2.207 3.123 3.334
H -3.033 3.711 0.493
H 0.587 0.761 4.840
H 4.440 1.591 3.176
H 0.938 -0.848 5.478
H -2.251 -4.681 -1.282
H -1.796 -2.013 4.716
H -3.124 3.226 -5.061
*
```